# 1
Computed, not measured: C10H7Cl2N2O6PdS as an isolated structure, with ωB97M-V with the def2-TZVPD basis set.

Last column: Löwdin charge in e.
Geometry (Å):
Pd1 1.24 -0.63 0.94  1.086
Cl1 -0.86 3.64 2.89  0.666
C1 -0.95 3.04 1.27  -0.595
C2 -1.66 3.78 0.32  -0.145
C3 -1.78 3.35 -0.97  -0.624
Cl2 -2.69 4.30 -2.12  0.638
C4 -1.17 2.14 -1.38  -0.180
C5 -1.24 1.60 -2.68  -0.028
C6 -0.63 0.42 -2.97  -0.045
C7 0.08 -0.25 -1.95  -0.099
N1 0.16 0.24 -0.74  0.028
C8 -0.45 1.41 -0.41  -0.123
C9 -0.31 1.83 0.97  -0.406
O1 0.33 1.13 1.82  -0.147
H1 -2.13 4.70 0.63  0.099
H2 -1.80 2.14 -3.44  0.085
H3 -0.68 -0.02 -3.95  0.102
H4 0.57 -1.20 -2.12  0.116
O2 3.20 0.36 0.81  -0.217
N2 3.69 -0.09 1.88  -0.239
O3 2.93 -0.85 2.50  -0.194
C10 0.66 -4.48 1.75  -0.155
S1 0.36 -3.34 0.44  0.373
O4 -0.25 -4.08 -0.64  -0.340
O5 1.69 -2.76 0.11  -0.428
O6 -0.48 -2.27 1.02  -0.411
H5 1.32 -5.27 1.38  0.061
H6 -0.29 -4.90 2.06  0.060
H7 1.13 -3.95 2.57  0.062

Output
* HOMO energy (alpha / beta): -4.9 / -4.8 eV
* multiplicity: 3
* LUMO (alpha / beta): 2.54 / 2.53 eV
* relative energy (zero: lowest compared OMol25 entry of this formula, charge and spin): 1.4 kcal/mol
* charge: -1
* E_tot: -2392.72238 Eh

=====

# 2
Computed, not measured: C34H26N5P2PdS2Se2 as an isolated structure, with ωB97M-V with the def2-TZVPD basis set.

Last column: Löwdin charge in e.
Geometry (Å):
Pd1 -2.29 0.57 -2.52  0.506
Se1 -1.59 -0.11 4.86  0.288
P1 -0.28 0.13 3.25  0.492
C1 0.51 1.77 3.26  -0.358
C2 1.51 2.05 4.19  -0.097
C3 1.99 3.34 4.33  -0.074
C4 1.45 4.37 3.57  -0.084
C5 0.44 4.10 2.66  -0.083
C6 -0.03 2.80 2.50  -0.084
C7 1.05 -1.12 3.27  -0.346
C8 2.37 -0.84 2.95  -0.098
C9 3.34 -1.83 3.04  -0.082
C10 2.99 -3.11 3.42  -0.090
C11 1.66 -3.40 3.72  -0.078
C12 0.70 -2.41 3.66  -0.106
C13 -1.10 0.01 1.65  -0.423
C14 -0.75 0.14 0.29  -0.422
N1 -1.90 0.01 -0.40  -0.146
N2 -2.88 -0.18 0.46  -0.084
N3 -2.43 -0.20 1.69  0.007
P2 0.73 0.34 -0.70  0.636
Se2 0.25 0.25 -2.79  0.371
C15 1.52 1.93 -0.33  -0.347
C16 2.65 2.06 0.47  -0.090
C17 3.21 3.31 0.69  -0.070
C18 2.63 4.44 0.12  -0.079
C19 1.50 4.31 -0.67  -0.073
C20 0.95 3.07 -0.90  -0.106
C21 1.84 -1.02 -0.30  -0.366
C22 1.30 -2.22 0.16  -0.078
C23 2.11 -3.34 0.28  -0.074
C24 3.45 -3.26 -0.04  -0.076
C25 3.99 -2.06 -0.49  -0.072
C26 3.19 -0.94 -0.63  -0.095
H1 1.90 1.26 4.82  0.112
H2 2.77 3.55 5.05  0.105
H3 1.82 5.38 3.69  0.106
H4 0.01 4.90 2.07  0.109
H5 -0.83 2.60 1.80  0.109
H6 2.65 0.16 2.66  0.080
H7 4.37 -1.59 2.79  0.109
H8 3.74 -3.89 3.49  0.108
H9 1.38 -4.40 4.03  0.107
H10 -0.33 -2.62 3.94  0.079
H11 3.12 1.19 0.91  0.084
H12 4.08 3.41 1.32  0.111
H13 3.07 5.41 0.29  0.109
H14 1.05 5.19 -1.12  0.109
H15 0.08 2.96 -1.54  0.081
H16 0.25 -2.28 0.40  0.113
H17 1.68 -4.27 0.63  0.113
H18 4.08 -4.13 0.06  0.109
H19 5.04 -2.00 -0.75  0.107
H20 3.61 -0.02 -1.02  0.110
N4 -5.22 -0.85 -1.07  0.110
C27 -4.97 -1.26 -2.31  -0.671
N5 -3.96 -0.87 -3.05  -0.011
C28 -4.00 -1.43 -4.32  -0.314
C29 -3.07 -1.23 -5.33  -0.034
C30 -3.25 -1.86 -6.55  -0.083
C31 -4.34 -2.69 -6.77  -0.096
C32 -5.28 -2.91 -5.77  -0.095
C33 -5.09 -2.27 -4.55  -0.476
S1 -6.08 -2.36 -3.12  1.084
H21 -4.47 -0.48 -0.47  0.047
H22 -5.97 -1.31 -0.57  0.094
H23 -2.21 -0.59 -5.15  0.080
H24 -2.53 -1.70 -7.34  0.103
H25 -4.47 -3.17 -7.73  0.101
H26 -6.13 -3.55 -5.94  0.107
S2 -3.60 2.92 -4.58  0.721
C34 -3.00 1.84 -3.66  -0.854

Output
* HOMO energy (alpha / beta): -7.4 / -7.6 eV
* multiplicity: 2
* LUMO (alpha / beta): -0.06 / -0.61 eV
* relative energy (zero: lowest compared OMol25 entry of this formula, charge and spin): 0.0 kcal/mol
* E_tot: -7994.89065 Eh

=====

# 3
Computed, not measured: the molecule C2H3Cl2FN2, with ωB97M-V with the def2-TZVPD basis set.

Last column: Löwdin charge in e.
Geometry (Å):
C1 -0.62 -0.87 -0.72  -0.263
C2 0.33 -0.10 0.13  -1.254
H1 -2.08 0.26 1.08  0.074
H2 -3.53 -0.24 0.34  0.098
H3 -0.21 -1.53 -1.48  0.094
N1 -2.54 -0.07 0.25  0.025
N2 -1.90 -0.84 -0.66  -0.019
F1 0.00 -0.19 1.42  -0.047
Cl1 0.32 1.66 -0.30  0.618
Cl2 1.95 -0.76 -0.07  0.673

Output
* HOMO energy: -9.5 eV
* LUMO: 0.67 eV
* structure (SMILES): N/N=C\C(F)(Cl)Cl
* relative energy (zero: lowest compared OMol25 entry of this formula, charge and spin): 24.2 kcal/mol
* E_tot: -1207.72648 Eh

=====

# 4
Computed, not measured: C3HBiO2 as an isolated structure, with ωB97M-V with the def2-TZVPD basis set.

Last column: Löwdin charge in e.
Geometry (Å):
C1 -1.71 -0.37 -0.10  0.444
H1 -2.75 -0.16 -0.30  0.173
C2 -0.64 -0.88 0.37  0.237
O1 -0.34 1.07 -0.28  0.224
C3 0.40 0.14 0.27  -0.464
Bi1 3.43 0.05 -0.36  2.611
O2 1.61 0.16 0.40  -0.225

Output
* HOMO energy (alpha / beta): -24.0 / -24.3 eV
* multiplicity: 2
* LUMO (alpha / beta): -19.54 / -19.54 eV
* relative energy (zero: lowest compared OMol25 entry of this formula, charge and spin): 32.5 kcal/mol
* charge: +3
* E_tot: -478.30596 Eh

=====

# 5
Computed, not measured: C14H17BF6N6OPt as an isolated structure, with ωB97M-V with the def2-TZVPD basis set.

Last column: Löwdin charge in e.
Geometry (Å):
H1 0.59 2.92 0.46  0.103
N1 0.38 1.60 -1.17  -0.162
B1 0.24 0.37 -3.39  -0.400
N2 0.51 1.66 -2.53  -0.001
C1 0.96 2.90 -2.83  -0.006
Pt1 -0.22 -0.06 -0.19  1.354
H2 1.12 3.12 -3.85  0.136
C2 1.05 3.62 -1.66  -0.010
H3 1.36 4.65 -1.55  0.120
C3 0.65 2.80 -0.61  -0.060
H4 0.44 0.52 -4.55  0.133
C4 -1.26 -1.65 1.32  -0.064
H5 -0.98 -1.68 2.38  0.056
H6 -0.36 -2.10 0.85  0.041
H7 -2.12 -2.18 0.90  0.065
N3 -1.22 -0.07 -3.02  -0.017
N4 1.17 -0.71 -2.74  0.055
N5 -1.57 -0.27 -1.72  -0.156
N6 1.18 -0.89 -1.39  -0.059
C5 -2.33 -0.25 -3.79  0.008
C6 2.13 -1.49 -3.25  0.086
H8 -2.27 -0.12 -4.85  0.138
H9 2.28 -1.53 -4.30  0.165
C7 -3.40 -0.56 -2.93  0.003
C8 2.74 -2.19 -2.22  0.084
C9 -2.88 -0.55 -1.63  -0.078
C10 2.12 -1.80 -1.04  -0.012
H10 -4.41 -0.76 -3.23  0.113
H11 3.52 -2.89 -2.29  0.138
H12 -3.36 -0.77 -0.69  0.114
H13 2.29 -2.07 0.01  0.140
H14 -1.48 -0.60 1.17  -0.026
C11 2.86 1.70 2.59  0.054
C12 1.72 0.70 2.49  -0.378
O1 1.43 0.36 1.20  -0.018
C13 2.23 -0.61 3.26  -0.466
F1 2.51 -0.37 4.57  0.183
F2 1.33 -1.62 3.22  0.153
F3 3.38 -1.07 2.68  0.153
C14 0.52 1.30 3.30  -0.485
F4 0.89 1.79 4.51  0.170
F5 -0.02 2.35 2.59  0.126
F6 -0.48 0.42 3.53  0.151
H15 3.75 1.32 2.09  0.120
H16 3.11 1.87 3.64  0.123
H17 2.55 2.66 2.15  0.112

Output
* HOMO energy (alpha / beta): -14.8 / -15.7 eV
* multiplicity: 5
* LUMO (alpha / beta): -6.66 / -11.44 eV
* relative energy (zero: lowest compared OMol25 entry of this formula, charge and spin): 0.0 kcal/mol
* charge: +2
* E_tot: -1690.08244 Eh

=====

# 6
Computed, not measured: a 2-piece molecular cluster, C5H13NO overall, with ωB97M-V with the def2-TZVPD basis set.

Last column: Löwdin charge in e.
Geometry (Å):
C1 -1.81 1.56 -0.29  -0.037
C2 -2.20 0.35 0.55  -0.606
O1 -1.49 0.07 1.46  0.053
N1 -3.20 -0.50 0.13  0.133
H1 -1.33 1.11 -1.16  0.077
H2 -1.19 2.36 0.12  0.088
H3 -3.07 -1.52 0.34  0.132
H4 -3.53 -0.32 -0.81  0.082
H5 -2.67 2.12 -0.75  0.088
C3 1.26 -0.78 0.23  -0.292
C4 2.79 -1.30 0.30  -0.116
C5 1.35 0.67 -0.28  -0.123
H6 0.64 -1.36 -0.48  0.081
H7 0.75 -1.29 1.13  0.115
H8 3.31 -0.25 0.41  0.083
H9 3.15 -1.85 -0.65  0.082
H10 2.29 1.13 0.03  0.058
H11 1.48 0.68 -1.31  0.057
H12 2.99 -2.09 0.97  0.017
H13 0.48 1.23 0.05  0.027

Output
* HOMO energy: -9.9 eV
* LUMO: 0.77 eV
* structure (SMILES): CC(N)=O.CCC
* relative energy (zero: lowest compared OMol25 entry of this formula, charge and spin): 44.6 kcal/mol
* E_tot: -328.24781 Eh